(1)
63
Properties=species:S:1:pos:R:3:forces:R:3 method="wB97M-V/def2-TZVPD" gap_ev=6.2 total_charge=+2 e_lumo_ev=-8.46
H 3.668 -3.883 0.348 0.0663 -0.0467 -0.1009
C -0.537 0.547 -0.009 -0.0484 0.0225 0.0027
Mg -2.917 -1.722 0.229 0.4917 0.2495 1.6749
H 2.957 -2.497 -1.599 -0.1228 -0.0806 -0.0087
Mg -0.485 -0.605 2.214 0.3545 -0.6257 1.3002
C -0.902 -3.461 1.418 -0.1872 0.4262 0.3092
O -0.218 -2.513 1.876 0.1015 -0.1121 -0.1106
C -3.341 5.569 0.761 0.1402 0.0283 0.3225
H 3.810 2.043 -4.823 0.0285 -0.0177 -0.0271
O -2.047 -3.271 0.892 -0.1015 -0.1311 -0.7506
Cl 2.696 -0.452 -0.555 -0.2785 0.2935 0.0153
C -4.341 0.020 3.925 -0.4198 0.0579 -0.2575
H -0.778 -5.294 2.460 -0.0306 0.0130 0.0248
C 3.666 -2.798 0.384 -0.1756 0.2642 0.4161
H -4.186 -0.333 4.940 0.2439 0.0807 0.0350
Mg 1.389 2.429 1.595 -0.1855 -1.3265 0.4487
H 4.801 1.454 -2.012 0.0544 -0.0548 -0.0256
O 0.202 1.008 0.948 -0.3300 0.4382 -0.4116
H -0.770 -5.450 0.697 -0.0318 -0.0726 0.0697
H -4.661 4.924 -0.852 -0.1441 -0.1848 0.3122
Cl 6.288 2.371 -3.585 0.0687 -0.0378 0.0184
C -0.499 1.137 -1.348 -0.1073 0.1876 -1.0863
H -2.266 5.610 0.921 0.0028 0.1303 0.0673
C -0.404 -4.858 1.533 0.1981 -0.1139 -0.2446
O 1.999 1.729 3.193 0.0875 0.4114 -0.1363
Cl 3.909 -0.187 -4.087 0.0130 -0.0946 -0.0665
O -1.286 -0.424 0.273 0.0421 0.3264 -0.4014
Cl -2.936 -2.188 -6.244 -0.0105 -0.0172 0.0308
O -3.625 -0.970 1.877 -0.0952 -0.0283 -0.6294
H -0.657 2.214 -1.306 -0.0252 0.0148 0.0667
H 0.437 0.935 -1.875 0.1944 -0.0432 0.4094
C -0.719 -2.295 -4.726 -0.2759 -0.1253 -0.2878
H 4.333 3.086 -2.496 0.0947 0.0313 -0.1404
H 2.045 -0.014 5.882 -0.0979 -0.0056 -0.0481
H 3.126 1.319 5.401 0.0539 -0.0016 -0.0641
C 3.701 1.565 -3.854 -0.1460 0.0125 -0.1557
H -3.747 6.576 0.707 0.0916 0.0730 -0.0871
H -2.351 -0.906 -4.354 -0.0443 -0.0378 0.0302
H 0.682 -4.863 1.562 0.0050 -0.0271 0.0965
H -3.020 5.278 -1.305 0.0119 -0.0565 0.0624
H 2.675 1.723 -3.515 0.0426 -0.0343 0.1050
O 0.919 -0.176 3.556 -0.2491 -0.0608 -0.2203
C -3.633 4.847 -0.512 -0.0196 0.1046 -0.8651
H 0.022 -2.456 -5.503 0.0899 0.0479 0.0472
Cl 3.256 -2.348 2.078 0.0401 -0.0821 -0.2007
H -5.328 -0.284 3.590 0.0469 -0.0995 -0.0570
Cl 0.138 -1.659 -3.279 -0.0259 0.0148 0.0567
H -1.367 -0.523 -5.783 0.0095 0.0960 0.1132
O -2.074 -0.227 3.287 -0.0282 -0.0275 -0.3304
H -1.255 0.687 -1.987 -0.1541 0.1270 0.1099
C 2.653 -2.244 -0.583 0.5142 -0.3200 -0.2371
H 3.375 -0.340 4.799 0.0415 0.0846 -0.0178
C -1.796 -1.325 -5.189 0.2280 -0.0590 -0.1230
H 1.649 -2.607 -0.389 -0.0936 0.2376 0.0737
H -1.151 -3.258 -4.467 0.0162 0.0461 0.1806
Cl -4.052 4.807 2.191 -0.1439 -0.1040 0.1881
H -4.317 1.113 3.906 0.0685 -0.0442 0.2205
C 4.692 2.122 -2.865 -0.1635 0.1322 0.2730
H 4.653 -2.398 0.173 0.0646 -0.1146 0.0259
C -3.277 -0.441 2.983 -0.0135 0.1362 -0.0865
Cl -3.209 3.101 -0.449 0.0949 0.0051 0.0368
C 2.629 0.413 5.070 0.2708 -0.1103 0.4093
C 1.780 0.645 3.883 -0.1229 0.2045 -0.3749

---

(2)
69
Properties=species:S:1:pos:R:3:forces:R:3 method="wB97M-V/def2-TZVPD" de_lowest_kj_mol=0.0 gap_ev=8.4 smiles="O=C(NCCc1c[nH]c2ccccc12)C(=O)NC[C@H](c1cccnc1)N1CCN(c2ccccc2)CC1" e_lumo_ev=0.77
C -3.073 0.593 -1.472 -0.0750 0.1291 0.0308
C -4.193 1.168 -2.065 0.1762 -0.3132 0.1425
C 3.405 1.523 -0.397 0.2971 0.0944 -0.1015
C -2.005 1.434 -1.171 -0.1748 0.0558 -0.0470
C 2.229 2.129 0.140 -0.0115 0.4253 -0.2279
O 0.210 -2.791 -1.524 0.0691 -0.1236 0.0670
H -5.057 0.564 -2.316 -0.0454 -0.1631 0.0314
H -0.670 -0.072 -2.807 0.0987 -0.1436 -0.0083
H 2.656 -0.427 3.968 0.0243 0.0515 0.0562
H -3.394 4.278 -2.347 0.0825 0.1147 0.0166
C -2.103 2.779 -1.485 -0.0322 -0.0514 -0.0519
H 2.764 -3.691 1.222 0.0287 -0.0857 -0.0469
C -1.993 -0.653 2.338 -0.2503 0.1848 0.1623
N 2.465 -1.348 -1.327 -0.0921 -0.2933 0.2141
N -1.296 -1.923 2.340 -0.1018 -0.0590 -0.0603
C 2.882 -2.063 2.606 0.1488 -0.0510 0.0351
C 3.969 0.178 -0.072 0.0185 -0.0172 -0.3698
H 3.336 4.352 -1.906 -0.0210 -0.0978 0.0825
C -3.003 -0.896 -1.252 0.0476 -0.0521 -0.2570
H -3.024 -3.020 2.278 0.0893 -0.0883 -0.0585
H 3.483 -0.227 0.817 0.1104 -0.0203 0.0078
H -1.574 -3.926 1.850 -0.0900 0.0165 0.0118
H -2.171 -2.581 -2.367 -0.0467 0.0479 -0.0839
C 2.121 3.410 -0.457 -0.2856 -0.2679 0.3407
H 4.490 -1.654 -1.112 -0.0420 0.0278 -0.0718
H -4.030 -1.315 -1.323 0.1456 0.0803 -0.0113
H 1.321 0.750 1.524 0.0007 -0.0743 0.0437
H 0.351 -3.597 0.989 -0.0889 -0.0474 -0.0884
H 0.225 -0.354 3.792 -0.0750 0.0497 0.0613
C 1.475 -0.807 -2.039 0.1795 0.0336 -0.0488
N -2.388 -1.238 0.018 -0.0402 0.1695 -0.0720
H 4.816 2.340 -1.883 0.1469 -0.0062 -0.1136
H -0.485 2.327 2.125 -0.0500 -0.0511 0.0700
C -2.987 -0.581 1.166 0.0447 0.0269 0.1529
C 3.933 2.423 -1.277 0.1028 -0.3906 0.2255
C 0.202 -1.655 -1.970 -0.2424 -0.0134 -0.1894
H 4.016 -0.304 -2.178 0.0765 -0.1178 0.0624
N -4.294 2.450 -2.361 -0.4299 0.2537 -0.2538
O 1.526 0.213 -2.707 -0.0168 0.0597 -0.0211
H 5.038 0.275 0.134 0.0004 -0.0616 0.0954
C 0.182 3.878 0.817 0.0400 0.1792 -0.0323
C -2.076 -2.967 1.729 -0.1206 -0.0600 -0.1337
C 0.263 2.609 1.397 -0.1219 -0.1271 0.1658
C 3.801 -0.814 -1.236 0.1460 0.2238 0.1544
C 1.103 4.293 -0.122 -0.0698 0.1206 0.0078
C 0.775 -1.075 3.207 -0.0299 0.0193 -0.0168
H -0.618 4.541 1.112 -0.0538 0.0609 -0.0054
H -3.287 -3.164 -0.059 0.0175 0.0251 0.0286
C 2.209 -2.951 1.782 0.1054 0.0085 0.0894
C -2.205 -1.493 -2.443 -0.2170 -0.3348 0.2615
N -0.851 -1.018 -2.493 0.0808 0.3866 -0.1616
C 0.833 -2.907 1.662 -0.1648 -0.0489 -0.0608
N 3.169 3.555 -1.316 0.0312 0.3514 -0.2900
C 1.269 1.728 1.069 0.0130 -0.0006 -0.0189
H -2.536 -0.510 3.284 0.0432 0.1320 -0.0709
H -1.287 3.450 -1.267 0.0361 0.0559 -0.0012
C -2.340 -2.679 0.243 0.1989 -0.2734 -0.0109
H -3.951 -1.045 1.439 0.0231 0.0635 -0.0268
H -1.121 1.045 -0.688 0.1020 -0.0319 0.0794
H 2.221 -2.162 -0.775 -0.0536 0.0884 -0.1486
H 1.040 5.271 -0.577 -0.0255 0.0999 -0.0169
H -3.183 0.467 0.934 -0.0292 -0.0944 0.0924
C 2.151 -1.125 3.317 0.0398 0.0108 -0.0254
H -1.263 0.150 2.227 -0.0288 -0.0171 0.0029
H -2.717 -1.216 -3.369 0.0363 -0.0972 0.1079
C 0.083 -1.964 2.373 0.2218 -0.0304 0.2158
H 3.957 -2.106 2.699 0.0848 -0.0048 0.0058
H -1.526 -3.088 -0.356 -0.2004 -0.0684 0.0170
C -3.268 3.237 -2.082 0.2183 0.1319 0.0648

---

(3)
12
Properties=species:S:1:pos:R:3:forces:R:3 method="wB97M-V/def2-TZVPD" de_lowest_kj_mol=904.8 gap_ev="8.2 / 7.1" spin_multiplicity=2 total_charge=+1 e_lumo_ev="-5.34 / -6.44"
H -0.895 1.737 0.132 -0.1649 -2.6260 -0.8261
O 0.217 -0.425 0.378 2.1398 -2.3772 2.7015
H -0.874 0.006 -1.586 0.5779 -0.7226 0.5762
O 0.160 -2.422 1.022 -0.1205 0.1365 0.4066
O 1.085 1.801 0.609 -3.4637 -1.8759 -1.7824
Cu 1.438 -0.022 2.164 -0.4985 0.4330 -0.7414
H -0.143 -3.311 0.795 0.4235 -0.2772 -0.1615
C 0.432 1.179 -0.358 5.7064 2.0691 0.4307
H -1.694 1.254 -1.126 -1.3058 0.8071 0.1564
C 0.189 -1.677 -0.052 -0.7344 0.5295 -0.6518
C -0.928 0.613 -0.673 -2.3697 4.4312 -0.3121
H 1.011 1.266 -1.304 -0.1901 -0.5276 0.2038

---

(4)
102
Properties=species:S:1:pos:R:3:forces:R:3 method="wB97M-V/def2-TZVPD" de_lowest_kj_mol=232.5 gap_ev="5.6 / 5.8" spin_multiplicity=4 total_charge=+2 e_lumo_ev="-6.18 / -6.18"
H 4.864 18.691 10.245 -0.0245 0.3959 0.0838
H 11.924 11.102 5.180 0.2238 0.0365 -0.2831
C 11.842 17.584 11.271 0.7911 0.3146 0.4527
H 8.805 18.348 9.029 0.5057 0.0910 0.1446
C 10.866 11.907 10.942 1.5703 -0.8796 -0.5848
H 8.121 24.872 13.972 0.1177 -0.5583 -1.0190
H 7.899 18.177 14.411 0.0977 -0.0475 0.5651
H 4.615 12.020 15.431 -0.6999 -0.2256 2.2620
H 13.272 9.731 8.316 0.1800 0.7132 -0.1079
H 10.759 17.455 7.991 -0.7402 -0.2432 1.1381
H 5.860 14.607 10.530 -0.6131 0.3560 -0.6672
H 4.964 14.353 15.923 0.1387 0.0864 0.2110
H 11.218 18.454 11.507 -0.0245 -0.4317 0.5242
H 7.923 19.321 15.784 -0.3786 0.2150 -0.0233
C 5.954 13.589 12.837 -0.8207 -1.0936 0.2250
H 6.882 22.490 11.482 0.0283 0.0275 -0.7712
C 5.498 14.422 14.984 -0.8251 -0.4102 0.2992
N 7.535 15.999 10.410 -0.1371 0.0144 -1.0601
C 11.929 17.472 9.768 0.0209 -1.5969 -0.3450
C 10.403 17.947 15.242 0.4809 0.3688 1.2639
H 10.920 21.346 15.345 0.1000 0.2397 -0.0604
C 6.812 14.840 10.963 1.1057 0.0603 1.2823
C 7.932 20.700 12.003 -0.6183 0.3343 -1.4634
H 11.274 17.401 15.601 -0.0632 -0.0575 0.1610
H 11.640 8.950 6.256 -0.0093 -0.3467 -0.4911
O 8.924 13.363 11.412 -0.2749 0.7988 1.0492
N 10.014 16.088 11.885 -2.1589 -0.7288 1.9202
C 7.745 22.097 11.991 -1.2873 -1.1490 1.1391
H 11.716 16.312 13.031 0.3789 -0.0416 0.5263
H 7.869 16.534 8.386 0.3034 -0.0751 -0.1650
C 9.194 12.517 9.366 -0.9785 0.0774 1.4043
H 7.140 24.624 12.496 -0.1500 0.2437 0.0561
H 9.988 18.828 10.109 -0.1298 0.8015 -0.2312
H 12.835 17.863 11.614 0.2254 0.0311 0.1290
O 7.492 16.776 13.011 0.7643 1.4342 0.5483
C 11.581 11.691 6.022 0.1692 1.2235 -0.1299
C 5.710 18.018 10.335 0.1690 0.0406 0.3894
C 5.359 13.388 14.121 1.1438 -0.4335 -2.1650
C 13.207 10.511 7.532 -0.8081 -0.4901 0.3369
H 6.176 18.024 8.166 -0.0843 0.1481 0.3314
H 10.279 17.683 14.233 -0.5267 -0.1600 -1.2697
H 11.082 8.789 7.914 0.1591 0.5197 -0.2605
H 9.017 16.534 16.097 0.2504 -0.0140 -0.3024
C 8.110 24.421 12.941 0.1031 0.4569 0.0581
C 11.436 16.288 12.000 0.3011 1.7168 -1.7808
H 12.430 18.346 9.350 -0.3237 0.1552 -0.0310
C 10.455 20.529 14.813 -0.7537 -0.6855 -0.5473
C 11.737 10.831 7.265 0.1214 -1.3048 1.2693
C 6.096 16.554 15.751 -1.1732 -2.3202 -1.5154
H 12.114 12.694 6.011 -0.3003 -1.3065 0.3259
C 10.569 17.197 9.080 0.5998 0.2043 -1.1660
C 11.069 9.446 7.023 0.0939 0.1110 0.4448
H 6.619 15.320 8.645 0.4930 0.0007 -0.1159
H 11.451 19.558 16.116 -0.4342 -0.6346 -0.7433
C 6.590 14.755 12.447 -1.0004 -2.1719 -1.0126
C 9.533 20.925 13.799 0.0266 0.2219 -0.7668
H 12.488 10.839 10.119 0.2573 -0.0081 -0.4734
H 5.817 12.759 12.074 0.1512 1.1265 0.9033
C 9.173 17.619 16.101 -0.4816 -0.4605 -0.5640
C 11.078 11.378 8.524 -1.3080 0.4601 -0.1428
H 5.229 11.251 14.131 0.0859 -0.4191 -0.7990
C 4.637 12.104 14.401 1.7519 0.9152 -0.1429
H 9.743 15.837 12.853 -0.4089 0.0939 -0.7638
H 11.327 11.855 11.922 -0.1950 0.1071 0.0050
C 7.066 16.235 9.047 -1.0547 0.2437 0.2422
C 6.210 15.586 14.668 1.0187 1.4198 0.5733
H 10.034 9.536 6.728 -0.3146 0.0662 -0.2581
C 11.571 11.327 9.830 -0.7893 0.3641 0.3906
C 9.268 22.329 13.746 -0.7938 -0.1867 -0.2751
C 8.907 20.066 12.783 1.2245 -0.5396 1.1360
H 6.325 18.199 16.834 -0.3715 -0.4466 0.0614
H 6.161 20.614 10.715 0.9025 -0.7145 0.6268
H 13.729 11.426 7.768 0.5719 0.0117 0.1605
H 8.858 24.933 12.293 -0.4101 -0.2791 0.6083
H 9.735 23.029 14.409 0.5549 -0.1127 0.6530
N 6.648 17.672 16.032 2.0445 2.2216 0.4467
C 6.979 19.956 11.165 -1.5760 2.4366 -0.5256
Cr 8.395 17.395 11.403 0.1699 -0.4336 0.6057
H 9.263 11.993 7.340 0.4379 -0.2560 0.6632
N 10.827 19.365 15.312 0.4778 0.9485 1.3215
H 4.964 16.907 8.674 -0.0410 -0.2062 0.1614
H 5.444 17.253 11.103 0.1277 0.4950 -0.6049
N 9.509 18.040 9.705 -0.2599 -0.2346 -0.2410
N 6.895 18.725 10.969 0.0370 -2.7293 -0.8469
C 7.915 18.272 15.506 -0.3049 -0.3999 -0.3410
H 9.302 17.840 17.158 0.1566 0.4035 0.0292
H 3.675 12.124 13.993 -1.4488 -0.3460 -0.6676
C 6.860 15.716 13.365 -1.0328 1.0553 1.6178
O 9.266 18.821 12.653 -0.6002 1.1589 -0.1869
H 10.542 11.936 5.814 -0.1378 -0.1187 -0.0298
H 13.579 10.023 6.651 0.6032 0.0933 -0.5466
H 10.227 16.148 9.114 0.3400 0.3498 0.1181
C 8.323 22.931 12.913 1.9974 0.0334 0.5673
C 9.752 11.913 8.326 1.7039 -0.3472 -1.5561
C 5.928 17.317 8.969 0.9172 0.4908 0.6198
H 12.606 16.621 9.527 -0.4088 0.4511 -0.0257
C 9.707 12.520 10.661 -0.4218 0.8917 -0.7836
H 9.733 15.243 11.388 0.5160 0.0460 -0.0772
O 8.016 13.205 9.371 -0.7009 0.8029 -1.1938
H 5.283 16.244 16.419 0.4132 0.4356 0.0511
B 7.916 13.871 10.562 0.3858 -2.1508 0.0684
H 11.896 15.480 11.481 0.8883 -0.7652 -0.0468